No. 1
# C8H6ClFN2O2

A 2-piece molecular cluster, C8H6ClFN2O2 overall at a distorted geometry (ωB97M-V with the def2-TZVPD basis set, the Open Molecules 2025 dataset).

Geometry as ORCA input:
```
! wB97M-V def2-TZVPD RIJCOSX def2/J DEFGRID3
* xyz 0 1
C 0.48608 -0.64967 1.00760
C 1.50746 -0.99307 0.04002
C 2.57413 0.02304 -0.16923
C 0.67273 0.52305 1.66629
C 2.56107 1.19174 0.57269
C -0.74216 2.94683 -1.03071
C -0.84297 1.63288 -0.82802
C 3.45118 2.43526 0.52936
N 1.64887 1.38142 1.50498
N 1.54392 -2.14551 -0.60497
O 4.44300 2.45293 -0.12659
O 3.13991 3.54033 1.26993
F -1.89234 0.78518 -0.61886
Cl 3.79961 -0.04144 -1.39390
H -0.34749 -1.32990 0.97674
H -1.40317 3.70844 -0.73155
H 0.32196 3.34808 -1.06364
H 2.25719 3.22851 1.75076
H 0.71458 -2.74040 -0.59844
H 2.18877 -2.39642 -1.29940
*
```

Results
LUMO level (spin up / spin down) ... -2.99 / -3.22 eV
Orbital gap (spin up / spin down) ... 0.166 / 0.152 Eh
E_HOMO (spin up / spin down) ... -7.51 / -7.35 eV

=====

No. 2
# C8H6CrN2O4S

C8H6CrN2O4S as an isolated structure at a distorted geometry (ωB97M-V with the def2-TZVPD basis set, the Open Molecules 2025 dataset).

Geometry as ORCA input:
```
! wB97M-V def2-TZVPD RIJCOSX def2/J DEFGRID3
* xyz 2 5
O -0.21971 -2.47316 0.14668
C 0.36539 -1.52962 0.37108
Cr 1.47993 0.18202 0.80302
O -3.78592 -0.31098 -2.12378
C -2.76885 -0.05877 -1.81221
C 2.12756 0.09945 -1.37071
O 1.80490 0.06825 -2.62416
C 0.47865 1.88820 0.42691
O -0.09832 2.81706 0.06217
C 0.36845 -1.77144 3.91473
N 0.27658 -0.36223 3.80236
C -0.78646 0.28356 4.52949
C -0.71744 1.57448 4.21946
N 0.45344 1.70111 3.29905
C 1.00081 0.49280 3.02222
S 2.85090 0.24479 2.41413
H -0.17514 -2.39576 3.11242
H 1.43087 -2.14502 3.96771
H -0.15090 -2.07313 4.92260
H -1.41329 -0.25018 5.20222
H -1.37772 2.40951 4.54416
H 0.77968 2.67038 2.89715
*
```

Results
⟨S²⟩ ... 6.088
LUMO level (spin up / spin down) ... -9.79 / -9.76 eV
Orbital gap (spin up / spin down) ... 0.253 / 0.303 Eh
E_HOMO (spin up / spin down) ... -16.68 / -18.00 eV